[1]
The following is a DFT calculation (ωB97M-V/def2-TZVPD) of a molecular structure, C37H78Cl6N4O8PY in a non-equilibrium geometry.

Output
orbital gap (alpha / beta): 8.17 / 7.48 eV
HOMO energy (alpha / beta): -11.301 / -11.301 eV

Structure (ORCA input):
```
! wB97M-V def2-TZVPD RIJCOSX def2/J DEFGRID3
* xyz 1 4
C -0.482 0.639 6.170
C 0.698 0.031 5.438
C 1.820 -0.409 6.359
O 2.721 -0.764 5.353
C 3.943 -1.123 6.002
N 0.177 -1.170 4.522
H -0.481 -0.756 3.877
H 0.901 -1.648 4.004
H -0.365 -1.838 5.050
H -1.380 0.655 5.551
H -0.202 1.672 6.376
H -0.758 0.059 7.051
H 1.066 0.701 4.660
H 1.543 -1.268 6.970
H 2.183 0.411 6.979
H 4.636 -1.653 5.348
H 3.678 -1.822 6.795
H 4.481 -0.327 6.518
Y 1.151 0.543 -0.275
P -0.681 0.200 1.546
O -0.552 1.551 0.774
O 0.801 0.063 1.851
O -0.602 -0.706 0.329
O -1.558 -0.046 2.840
C -2.502 -0.045 -5.089
C -2.368 -0.221 -3.576
C -3.560 -0.999 -2.967
C -3.443 -2.522 -3.119
C -2.204 -3.030 -2.410
C -0.935 -2.369 -3.055
N -1.114 -0.871 -3.056
O 0.122 -0.055 -2.924
C 0.152 -2.903 -2.207
C -0.798 -3.000 -4.517
C -2.547 1.180 -2.901
H -2.399 -1.002 -5.601
H -1.730 0.604 -5.502
H -3.427 0.377 -5.482
H -3.716 -0.818 -1.904
H -4.410 -0.664 -3.560
H -3.524 -2.808 -4.168
H -4.240 -3.085 -2.633
H -2.166 -4.119 -2.373
H -2.283 -2.638 -1.396
H -0.137 -2.722 -1.171
H 0.194 -3.989 -2.287
H 1.072 -2.379 -2.465
H -0.418 -4.019 -4.441
H -1.643 -2.895 -5.198
H 0.071 -2.533 -4.980
H -2.385 1.199 -1.823
H -3.465 1.733 -3.099
H -1.819 1.898 -3.280
C 5.279 -3.729 -0.243
C 3.832 -3.976 -0.791
C 3.563 -5.543 -0.796
C 3.314 -6.084 0.606
C 2.258 -5.349 1.396
C 2.457 -3.806 1.429
N 2.734 -3.320 0.047
O 2.569 -1.881 -0.122
C 0.968 -3.411 1.823
C 3.411 -3.407 2.621
C 3.866 -3.604 -2.316
H 5.396 -4.479 0.539
H 5.524 -2.717 0.080
H 6.041 -4.082 -0.938
H 2.681 -5.760 -1.398
H 4.411 -6.032 -1.275
H 4.226 -5.914 1.178
H 3.211 -7.165 0.511
H 2.387 -5.843 2.359
H 1.248 -5.647 1.114
H 0.260 -3.363 0.997
H 0.562 -4.083 2.579
H 0.855 -2.399 2.211
H 3.780 -2.384 2.692
H 2.888 -3.529 3.570
H 4.319 -4.007 2.676
H 4.638 -4.174 -2.833
H 4.045 -2.530 -2.277
H 2.901 -3.954 -2.684
C -0.077 5.970 -0.532
C -0.681 5.192 -1.693
C -1.427 6.125 -2.662
C -0.470 6.875 -3.567
C 0.386 5.922 -4.347
C 1.155 4.836 -3.554
N 0.241 4.236 -2.456
O 0.697 3.045 -1.705
C 1.709 3.841 -4.551
C 2.458 5.553 -2.913
C -1.851 4.394 -1.080
H 0.740 6.612 -0.862
H 0.164 5.376 0.350
H -0.806 6.681 -0.144
H -2.011 5.529 -3.363
H -2.147 6.675 -2.056
H 0.179 7.546 -3.005
H -1.084 7.511 -4.205
H 1.093 6.578 -4.854
H -0.223 5.438 -5.110
H 0.903 3.322 -5.069
H 2.276 4.353 -5.329
H 2.223 3.082 -3.961
H 2.681 6.517 -3.372
H 2.387 5.654 -1.830
H 3.390 4.994 -2.996
H -2.543 5.022 -0.519
H -1.488 3.547 -0.498
H -2.544 4.006 -1.826
Cl -4.545 -3.647 3.830
C -3.399 -2.528 3.093
C -2.755 -3.213 1.890
Cl -1.982 -4.749 2.460
H -2.685 -2.152 3.826
H -3.936 -1.621 2.817
H -2.107 -2.572 1.292
H -3.516 -3.476 1.155
Cl -5.802 0.345 -0.248
C -4.396 0.422 0.820
C -3.722 1.807 0.968
Cl -4.860 3.173 1.173
H -3.621 -0.169 0.331
H -4.623 0.095 1.835
H -3.061 2.039 0.133
H -3.183 1.698 1.909
Cl -1.504 6.101 2.958
C -1.655 4.338 2.809
C -0.331 3.573 3.216
Cl 0.197 3.998 4.949
H -1.862 4.059 1.776
H -2.548 3.942 3.293
H 0.491 3.444 2.512
H -0.663 2.535 3.251
*
```

Mulliken atomic charge list, values in e, 4 entries:
1. C -1.386
2. C 0.812
3. C -0.820
4. O -0.178

***

[2]
The following is a DFT calculation (ωB97M-V/def2-TZVPD) of 14 unconnected molecules or ions with the total composition C37H79Cl8N8O13 in a non-equilibrium geometry.

Output
orbital gap: 8.45 eV
HOMO energy: -7.174 eV

Structure (ORCA input):
```
! wB97M-V def2-TZVPD RIJCOSX def2/J DEFGRID3
* xyz -1 1
C -0.749 0.371 0.016
C 0.108 -0.823 0.457
O 0.606 -0.670 1.627
O 0.262 -1.831 -0.243
H -1.505 -0.041 -0.651
H -0.200 1.146 -0.520
H -1.088 0.903 0.905
C 3.631 0.038 3.392
C 3.258 -0.155 4.863
O 4.242 -1.017 5.315
C 5.295 -1.140 4.501
O 6.359 -1.589 4.725
O 4.963 -0.551 3.328
H 3.819 1.098 3.221
H 3.011 -0.455 2.644
H 2.219 -0.441 5.025
H 3.338 0.780 5.418
C -5.270 5.216 1.230
C -4.578 4.829 -0.129
O -4.961 5.337 -1.150
N -3.637 3.813 -0.076
C -2.766 3.559 -1.215
H -5.987 4.453 1.534
H -5.685 6.224 1.198
H -4.482 5.187 1.982
H -3.433 3.444 0.842
H -2.729 4.466 -1.820
H -3.369 2.783 -1.686
H -1.832 3.065 -0.948
C 0.513 4.238 -3.187
C 0.686 3.665 -4.583
O -0.324 3.587 -5.337
N 1.955 3.454 -5.027
C 2.278 2.849 -6.321
H 1.391 4.135 -2.549
H -0.162 3.577 -2.644
H 0.242 5.293 -3.213
H 2.673 3.364 -4.323
H 3.213 2.301 -6.433
H 2.007 3.558 -7.103
H 1.522 2.087 -6.513
C -1.505 0.349 3.958
C -1.953 -0.961 4.612
O -3.029 -1.011 5.316
N -1.179 -1.989 4.350
C -1.652 -3.322 4.691
H -2.001 0.449 2.992
H -0.423 0.265 3.864
H -1.696 1.265 4.516
H -0.466 -1.830 3.652
H -2.251 -3.635 3.835
H -2.186 -3.387 5.639
H -0.780 -3.972 4.763
C -3.121 -2.759 0.960
C -4.406 -1.906 0.884
O -5.522 -2.438 0.611
N -4.246 -0.585 1.043
C -5.270 0.445 1.247
H -2.684 -2.681 -0.036
H -3.298 -3.826 1.094
H -2.408 -2.424 1.713
H -3.306 -0.297 1.272
H -6.184 0.159 0.726
H -4.910 1.366 0.788
H -5.374 0.654 2.311
C -5.606 -3.670 -2.793
C -4.623 -2.535 -2.974
O -5.088 -1.432 -3.159
N -3.333 -2.850 -3.099
C -2.146 -2.003 -3.163
H -5.937 -3.924 -3.800
H -6.506 -3.387 -2.247
H -5.180 -4.613 -2.453
H -3.180 -3.667 -2.526
H -2.452 -1.014 -3.504
H -1.381 -2.242 -3.901
H -1.743 -2.100 -2.155
C 2.076 5.011 4.654
C 1.484 3.789 4.047
O 0.994 2.870 4.715
N 1.632 3.752 2.691
C 1.285 2.561 1.970
H 1.770 5.894 4.092
H 3.153 4.944 4.803
H 1.709 5.173 5.668
H 2.131 4.464 2.177
H 2.007 2.384 1.173
H 0.332 2.349 1.484
H 1.444 1.664 2.569
C 1.120 -3.785 -3.150
C 1.331 -2.444 -3.854
O 1.806 -2.464 -4.946
N 0.996 -1.369 -3.057
C 1.080 -0.086 -3.570
H 2.100 -4.260 -3.185
H 0.347 -4.387 -3.627
H 1.023 -3.735 -2.065
H 0.668 -1.460 -2.106
H 0.623 0.682 -2.946
H 0.387 -0.078 -4.411
H 2.095 0.304 -3.640
C 3.111 -3.417 3.275
C 2.219 -4.501 2.657
O 2.585 -5.643 2.695
N 1.319 -4.027 1.779
C 0.438 -4.888 0.985
H 3.068 -3.328 4.361
H 2.845 -2.466 2.815
H 3.998 -3.855 2.818
H 1.091 -3.043 1.784
H -0.590 -4.811 1.338
H 0.812 -5.911 1.016
H 0.568 -4.757 -0.089
Cl 4.474 -3.151 -2.420
C 3.737 -2.544 -0.927
C 3.998 -1.055 -0.693
Cl 5.740 -0.643 -0.732
H 4.031 -3.208 -0.114
H 2.655 -2.670 -0.967
H 3.578 -0.893 0.299
H 3.423 -0.328 -1.267
Cl -2.074 -5.484 -1.621
C -1.213 -6.812 -2.409
C -1.942 -8.138 -1.991
Cl -3.572 -8.074 -2.624
H -0.139 -6.808 -2.219
H -1.271 -6.566 -3.469
H -2.065 -8.349 -0.929
H -1.361 -8.889 -2.527
Cl -0.792 6.368 -0.720
C -0.247 7.273 0.701
C -1.217 7.020 1.902
Cl -1.107 5.409 2.508
H -0.264 8.338 0.472
H 0.808 7.008 0.760
H -2.272 6.922 1.649
H -1.181 7.780 2.683
Cl 5.549 2.715 -5.287
C 6.217 2.432 -3.651
C 5.320 3.051 -2.571
Cl 3.652 2.323 -2.642
H 7.194 2.910 -3.720
H 6.407 1.362 -3.569
H 5.339 4.111 -2.827
H 5.727 2.866 -1.576
*
```

Mulliken atomic charge list, values in e, 4 entries:
1. C -0.844
2. C 0.288
3. O -0.005
4. O -0.591

***

[3]
The following is a DFT calculation (ωB97M-V/def2-TZVPD) of a molecular structure, C37H80BI3NbO21P2 in a non-equilibrium geometry.

Output
orbital gap: 5.74 eV
HOMO energy: -4.859 eV

Structure (ORCA input):
```
! wB97M-V def2-TZVPD RIJCOSX def2/J DEFGRID3
* xyz -1 1
C 1.493 -6.479 4.114
C 1.459 -6.300 5.743
C 0.341 -5.244 6.307
C -0.606 -4.550 5.163
C 0.063 -3.229 4.433
C -1.050 -2.014 4.530
Nb -0.467 -0.107 3.409
I -1.679 -1.299 1.092
C -2.427 0.805 4.120
C -3.492 1.215 2.949
P -5.077 0.083 2.913
O -4.556 -1.400 3.081
O -6.284 0.557 4.080
C -5.851 0.312 5.464
C -6.030 -1.282 5.940
O -5.801 0.398 1.323
C -6.208 -0.859 0.678
C -5.042 -1.269 -0.400
P 1.760 -1.162 2.587
O 1.512 -2.181 1.369
B -0.077 1.747 2.054
O -0.687 3.074 2.278
O 0.826 1.496 0.895
C 1.895 2.504 0.811
C 3.147 1.982 -0.161
C 0.638 0.800 5.180
I 1.111 -0.613 6.802
C 1.967 1.723 4.752
C 3.234 1.525 5.825
I 1.475 3.896 4.905
H 1.619 -5.446 3.554
H 0.435 -6.898 3.754
H 2.341 -7.239 3.837
H 2.522 -5.855 6.053
H 1.268 -7.351 6.251
H -0.398 -5.806 7.055
H 0.801 -4.351 6.947
H -1.578 -4.157 5.734
H -1.032 -5.320 4.356
H 1.129 -2.947 4.819
H 0.203 -3.525 3.284
H -1.443 -1.824 5.641
H -2.011 -2.435 3.958
H -2.154 1.806 4.708
H -2.869 0.077 4.942
H -3.047 1.332 1.874
H -3.915 2.291 3.243
H -4.788 0.746 5.731
H -6.617 0.910 6.159
H -6.756 -1.875 5.212
H -4.961 -1.782 5.797
H -6.337 -1.381 7.073
H -7.177 -0.599 0.032
H -6.534 -1.713 1.409
H -5.460 -1.284 -1.513
H -4.238 -0.387 -0.386
H -4.548 -2.317 -0.225
H 2.530 -1.749 3.655
H 2.566 -0.078 2.040
H -1.168 3.124 3.164
H 2.361 2.703 1.866
H 1.445 3.446 0.282
H 3.808 2.895 -0.505
H 3.864 1.229 0.394
H 2.756 1.457 -1.132
H -0.112 1.591 5.667
H 2.409 1.431 3.707
H 2.958 1.830 6.921
H 4.044 2.325 5.464
H 3.761 0.482 5.720
C -5.489 1.771 -6.533
C -4.446 0.732 -6.161
O -3.375 1.330 -5.421
C -3.627 1.562 -4.108
O -4.663 1.297 -3.518
O -2.537 2.161 -3.569
C -2.700 2.540 -2.204
H -5.024 2.616 -7.051
H -6.254 1.335 -7.181
H -5.980 2.175 -5.643
H -4.006 0.316 -7.074
H -4.886 -0.103 -5.605
H -3.036 1.696 -1.594
H -3.406 3.374 -2.132
H -1.730 2.873 -1.826
C -9.689 -5.323 -3.833
C -8.646 -6.362 -3.461
O -7.575 -5.764 -2.721
C -7.827 -5.533 -1.408
O -8.863 -5.797 -0.818
O -6.737 -4.933 -0.869
C -6.900 -4.554 0.496
H -9.224 -4.478 -4.351
H -10.454 -5.759 -4.481
H -10.180 -4.919 -2.943
H -8.206 -6.778 -4.374
H -9.086 -7.197 -2.905
H -7.236 -5.399 1.106
H -7.606 -3.720 0.568
H -5.930 -4.221 0.874
C -1.408 3.050 -6.059
C -0.672 3.491 -7.312
O -0.409 4.899 -7.278
C 0.644 5.282 -6.513
O 1.376 4.540 -5.876
O 0.728 6.634 -6.558
C 1.747 7.179 -5.722
H -2.308 3.655 -5.908
H -1.694 1.998 -6.129
H -0.786 3.179 -5.168
H -1.303 3.307 -8.188
H 0.255 2.925 -7.458
H 2.716 6.709 -5.920
H 1.467 7.061 -4.671
H 1.831 8.247 -5.942
C 9.306 4.587 -3.072
C 8.693 3.223 -3.338
O 7.346 3.168 -2.855
C 6.414 3.753 -3.649
O 6.623 4.297 -4.721
O 5.210 3.649 -3.032
C 4.148 4.302 -3.723
H 9.215 4.851 -2.014
H 10.363 4.597 -3.352
H 8.792 5.369 -3.640
H 9.257 2.459 -2.792
H 8.738 2.959 -4.401
H 4.093 3.977 -4.766
H 4.277 5.387 -3.662
H 3.209 4.036 -3.230
C 7.726 -0.003 -0.898
C 7.973 -1.444 -0.485
O 9.310 -1.844 -0.811
C 10.274 -1.423 0.045
O 10.098 -0.757 1.054
O 11.472 -1.849 -0.426
C 12.587 -1.399 0.339
H 7.977 0.144 -1.953
H 6.679 0.270 -0.739
H 8.353 0.686 -0.324
H 7.300 -2.102 -1.044
H 7.767 -1.601 0.580
H 12.465 -1.639 1.400
H 12.723 -0.322 0.199
H 13.480 -1.912 -0.030
*
```

Mulliken atomic charge list, values in e, 4 entries:
1. C -0.764
2. C -0.344
3. C -0.481
4. C -0.501